No. 1
Density functional theory data (the ωB97M-V functional and the def2-TZVPD basis) for a structure of composition C9H11O3.

```
23
Properties=species:S:1:pos:R:3:forces:R:3:lowdin_charge:R:1
O -1.8538 -1.1712 -2.1491 0.4 2.0 1.3 -0.06
O -3.3235 -1.9295 -3.5739 -0.6 -0.9 -0.2 0.00
O -0.3327 -1.3312 -0.1008 -2.6 -2.7 -2.1 -0.07
C 0.2989 -0.3502 0.3635 -0.7 3.1 -1.6 -0.45
C 0.5473 0.7614 -0.5795 2.2 -0.3 6.2 0.01
C 2.1769 3.2005 1.9419 -0.1 1.3 0.6 -0.11
C -2.0766 -3.4249 -2.1845 -1.2 -1.8 1.4 -0.02
C 1.4742 1.8886 1.5723 0.1 3.1 -4.3 -0.34
C -2.5235 -2.1501 -2.6780 0.9 3.0 -0.6 -0.71
C 0.8717 1.0278 2.3760 -1.1 -2.4 1.8 -0.11
C 0.4555 -0.1515 1.7178 0.0 -0.7 2.3 -0.07
C 1.2349 1.7096 0.1083 1.8 3.8 1.1 -0.07
H -1.9404 -4.1695 -2.9051 0.4 -0.9 -1.5 0.06
H 3.0990 2.8518 2.3723 0.4 0.2 1.1 0.04
H -1.1595 -0.9810 -1.0559 0.5 -2.4 -0.4 0.16
H -2.8495 -3.8461 -1.5534 -0.5 -0.1 0.3 0.09
H 0.5881 1.0577 3.4988 1.2 0.4 -1.9 0.13
H 0.4507 0.8583 -1.5807 -0.8 -0.4 -3.0 0.07
H 2.6680 3.9510 1.1610 -1.9 -1.7 0.9 0.10
H 0.2838 -0.9691 2.4339 -0.6 0.0 -0.8 0.10
H 1.6426 2.6864 -0.3326 -0.8 -1.7 -0.3 0.10
H 1.5129 3.7873 2.7034 1.5 -0.8 -1.2 0.09
H -1.2449 -3.3062 -1.5558 1.3 0.1 0.6 0.06
```
Positions in Å, forces in eV/Å.

Total charge: -1
ΔE to the lowest compared entry with this formula, charge and spin (kJ/mol): 313.42

---

No. 2
Density functional theory data (the ωB97M-V functional and the def2-TZVPD basis) for a structure of composition C20H25IrN6O4S2Se3.

```
61
Properties=species:S:1:pos:R:3:forces:R:3:lowdin_charge:R:1
Ir 0.1261 -0.1247 -0.2733 -0.4 -0.1 0.0 0.92
Se 2.4918 -0.1686 -4.2813 -0.3 -0.2 -0.1 1.22
Se -0.8445 2.0985 -1.0939 0.0 0.0 -0.1 0.95
Se 0.0759 1.0979 2.2065 0.0 -0.1 0.1 0.95
S 9.5791 0.9781 0.4168 -0.2 -0.4 -0.2 0.57
S -2.7179 -1.7413 1.0177 0.0 0.0 0.0 0.88
O 10.6902 0.8005 1.2808 0.0 0.0 0.1 -0.22
O 9.6606 0.3929 -0.9355 0.0 0.1 0.0 -0.19
O -1.9262 -0.4623 0.7210 -0.1 0.0 0.0 -0.77
O 8.6949 2.0814 0.5849 -0.1 0.1 0.1 -0.25
N 7.1486 -0.4513 0.4882 0.0 -0.1 0.1 0.18
N -0.4146 -1.3732 -2.0948 0.4 0.1 -0.1 -0.03
N 2.2010 -0.5899 0.2509 0.1 0.0 0.0 -0.14
N 1.4727 -0.2132 -2.8155 0.2 0.0 -0.2 -0.26
N 1.5217 -1.3711 -5.1488 0.2 0.2 0.1 -0.19
N 9.0492 -1.7497 1.0422 -0.1 -0.1 0.1 0.17
C 2.5818 -1.8219 0.6094 0.0 0.0 0.0 -0.10
C 8.2519 -2.7613 1.3936 0.0 0.0 0.0 -0.04
C 8.4073 -0.6904 0.6696 0.3 0.4 0.0 -0.27
C 0.5306 -1.0951 -3.0631 -0.1 0.1 0.3 -0.48
C -1.3824 -2.9500 -3.6580 0.0 0.1 0.1 -0.01
C 0.5468 -1.7360 -4.3402 -0.1 -0.1 -0.1 -0.37
C -0.6014 3.2912 0.4279 0.0 0.0 0.1 -0.50
C 1.6794 2.0903 2.6751 0.0 0.0 0.0 -0.34
C -0.4699 -2.7003 -4.6284 0.0 0.0 0.0 0.05
C 6.3405 -1.4620 0.8361 0.0 -0.1 0.0 -0.18
C -1.3136 -2.2671 -2.4009 -0.1 -0.1 -0.1 -0.08
C -1.0422 2.6104 1.7078 0.0 0.1 0.0 -0.52
C 6.8659 -2.6559 1.3126 0.0 0.1 0.0 0.04
C 4.8877 -1.1898 0.6551 0.0 0.0 0.0 -0.11
C -2.5497 -1.9920 2.7741 0.0 0.0 0.0 -0.23
C 3.9031 -2.1566 0.8306 0.0 0.0 0.0 0.03
C 4.4856 0.0915 0.2861 -0.1 0.1 0.0 0.04
C 0.4475 2.9095 -2.2944 0.0 0.0 0.0 -0.34
C -4.4168 -1.2086 0.9611 0.0 0.0 0.0 -0.22
C 3.1440 0.3494 0.1029 0.1 0.0 0.0 -0.14
H 0.4499 3.5746 0.4590 0.0 0.0 0.0 0.07
H 2.4260 1.3607 2.9795 0.0 0.0 0.0 0.03
H -2.0508 -2.5005 -1.6423 0.0 0.0 0.0 0.09
H 5.2181 0.8747 0.1503 0.0 0.0 0.0 0.13
H 0.3691 2.3952 -3.2473 0.0 0.0 0.0 0.02
H -1.1972 4.1830 0.2365 0.0 0.0 0.0 0.09
H 6.2474 -3.4897 1.6071 0.0 0.0 0.0 0.12
H -0.4876 -3.1969 -5.5889 0.0 0.0 0.0 0.14
H -5.0591 -2.0386 1.2547 0.0 0.0 0.0 0.08
H 4.1356 -3.1701 1.1229 0.0 0.0 0.0 0.12
H -2.8102 -1.0705 3.2927 0.0 0.0 0.0 0.07
H 8.7321 -3.6686 1.7372 0.0 0.0 0.0 0.13
H 1.4493 2.8050 -1.8880 0.0 0.0 0.0 0.03
H -2.0535 2.2123 1.6307 0.0 0.0 0.0 0.06
H 0.1796 3.9557 -2.4191 0.0 0.0 0.0 0.05
H 1.4429 2.7333 3.5191 0.0 0.0 0.0 0.04
H -1.5152 -2.2631 2.9743 0.0 0.0 0.0 0.06
H 2.7943 1.3343 -0.1795 0.0 0.0 0.0 0.10
H -4.5469 -0.3587 1.6292 0.0 0.0 0.0 0.07
H -4.6327 -0.9231 -0.0665 0.0 0.0 0.0 0.07
H -1.0241 3.3153 2.5388 0.0 0.0 0.0 0.09
H 2.0568 2.6801 1.8439 0.0 0.0 0.0 0.02
H -3.2049 -2.8106 3.0722 0.0 0.0 0.0 0.08
H 1.7969 -2.5598 0.7194 0.0 0.0 0.0 0.12
H -2.1788 -3.6658 -3.8004 0.0 0.0 0.0 0.12
```
Positions in Å, forces in eV/Å.

Spin multiplicity: 5
Total charge: +2
<S²>: 6.0162
ΔE to the lowest compared entry with this formula, charge and spin (kJ/mol): 0.00